Record 1
C4H6BrO3P in the gas phase. Source: the OMol25 dataset; level of theory: ωB97M-V/def2-TZVPD.

## Properties
calculated total energy	-3297.08379	Eh
charge	0
E_HOMO	-9.346	eV
gap between HOMO and LUMO	0.3423	Eh
LUMO level	0.0	eV
SMILES	O=C1C[C@H](P(O)Br)CO1

CARTESIAN COORDINATES (ANGSTROEM)
O (3.04883, 0.12884, 1.28138)
C (2.11984, 0.33945, 0.49497)
C (1.26880, -0.70009, -0.41635)
C (-0.17684, -0.26616, 0.18159)
P (-1.70995, -1.12521, -0.50994)
O (-3.01550, 0.01251, -0.32562)
Br (-2.10266, -2.84766, 0.91282)
C (0.01631, 1.32777, -0.04592)
O (1.44617, 1.57892, 0.16701)
H (1.37750, -0.36206, -1.51460)
H (1.52042, -1.81316, -0.31838)
H (-0.01500, -0.39348, 1.30559)
H (-2.78032, 0.72224, -0.96314)
H (-0.40617, 1.62214, -1.06232)
H (-0.59144, 1.77594, 0.81292)



Record 2
C4H6Cl2N2 in the gas phase. Source: the OMol25 dataset; level of theory: ωB97M-V/def2-TZVPD.

## Properties
calculated total energy	-1185.73269	Eh
ΔE to the lowest compared entry with this formula, charge and spin	98.4	kcal per mole
charge	0
E_HOMO	-9.492	eV
gap between HOMO and LUMO	0.3230	Eh
LUMO level	-0.7	eV
SMILES	C=N/N=C\[C@H](Cl)CCl

CARTESIAN COORDINATES (ANGSTROEM)
C (-1.33961, -0.30065, -0.20593)
C (-0.35581, 0.00798, 0.84789)
C (0.26205, 1.45378, 0.96911)
C (1.81904, 2.18586, -1.86933)
H (-2.31139, 0.32753, -0.52125)
H (-1.02767, -0.64085, -1.18432)
H (-0.67946, -0.32496, 1.83041)
H (0.56300, 1.82106, 2.02864)
H (1.82430, 1.44464, -2.84665)
H (2.54800, 2.70693, -1.26346)
N (0.87341, 2.23473, 0.08828)
N (0.68319, 1.70730, -1.07391)
Cl (-1.83042, -1.97872, 0.07821)
Cl (0.99943, -1.13954, 0.53388)



Record 3
A gas-phase ion, C4H6Cl2N3 (charge +1). Source: the OMol25 dataset; level of theory: ωB97M-V/def2-TZVPD.

## Properties
calculated total energy	-1240.29692	Eh
ΔE to the lowest compared entry with this formula, charge and spin	83.3	kcal per mole
charge	+1
E_HOMO	-13.056	eV
gap between HOMO and LUMO	0.3128	Eh
LUMO level	-4.5	eV

CARTESIAN COORDINATES (ANGSTROEM)
C (-2.13631, 0.36171, 0.14651)
C (-0.41120, 1.84921, -0.41838)
C (1.15461, 0.01383, 0.06862)
C (0.08795, -0.93545, 0.42765)
N (-1.49155, 1.42563, 0.03970)
N (0.75442, 1.32667, -0.37418)
N (0.44793, -2.20695, 0.56670)
Cl (2.14970, -0.71157, -1.39148)
Cl (-2.42092, -0.83163, -1.07749)
H (-2.73995, 0.22432, 1.10978)
H (-0.27658, 2.94446, -0.67921)
H (2.05682, 0.08842, 0.88355)
H (1.51574, 1.81413, -0.79026)
H (-0.18093, -2.96100, 0.87120)
H (1.49026, -2.40178, 0.61729)



Record 4
C4H6Cl2S2 in the gas phase. Source: the OMol25 dataset; level of theory: ωB97M-V/def2-TZVPD.

## Properties
calculated total energy	-1872.66924	Eh
ΔE to the lowest compared entry with this formula, charge and spin	58.3	kcal per mole
charge	0
E_HOMO	-9.316	eV
gap between HOMO and LUMO	0.3164	Eh
LUMO level	-0.7	eV
SMILES	S=C(S)C(CCl)CCl

CARTESIAN COORDINATES (ANGSTROEM)
C (0.80222, -0.18448, 1.07989)
C (-0.30052, 0.47737, 0.23580)
C (0.58450, 1.14642, -0.99675)
C (-1.39776, -0.46593, -0.08107)
H (1.67191, -2.20312, 1.50518)
H (-0.39070, 1.46314, 0.67807)
H (-0.16802, 2.00571, -1.45692)
H (1.39644, 1.69396, -0.56562)
H (-2.09066, -0.62582, 0.92558)
H (-1.08257, -1.54994, -0.36513)
S (0.81499, -2.06416, 0.58636)
S (1.72572, 0.48182, 2.20898)
Cl (0.91968, -0.31931, -2.13002)
Cl (-2.48522, 0.14433, -1.62435)



Record 5
2 unconnected molecules or ions with the total composition C4H6Cl3N3. Source: the OMol25 dataset; level of theory: ωB97M-V/def2-TZVPD.

## Properties
calculated total energy	-1700.66532	Eh
ΔE to the lowest compared entry with this formula, charge and spin	39.9	kcal per mole
charge	0
E_HOMO (spin up / spin down)	-8.491 / -7.297	eV
gap between HOMO and LUMO (spin up / spin down)	0.3100 / 0.2365	Eh
LUMO level (spin up / spin down)	-0.1 / -0.9	eV

CARTESIAN COORDINATES (ANGSTROEM)
C (-0.24984, 0.85992, -0.23117)
C (0.05588, 1.51497, 1.13918)
C (0.89493, -0.02009, -0.35305)
C (-0.41659, -1.89614, -1.92066)
N (1.10528, -0.76769, 0.70582)
N (0.56631, -0.73417, 1.85251)
N (-0.09480, 0.41761, 2.08646)
Cl (-0.00831, -3.26656, -1.02562)
Cl (-2.15328, -1.68477, -2.11431)
Cl (0.45392, -1.78655, -3.35489)
H (-1.22960, 0.47092, -0.02563)
H (-0.26179, 1.64630, -1.02372)
H (1.02178, 2.04644, 1.19934)
H (-0.78128, 2.21462, 1.16958)
H (1.61725, 0.27583, -1.09028)
H (-0.51986, 0.70935, 2.98643)



Record 6
A gas-phase ion, C4H6Cl3N4 (charge +1). Source: the OMol25 dataset; level of theory: ωB97M-V/def2-TZVPD.

## Properties
calculated total energy	-1755.25871	Eh
ΔE to the lowest compared entry with this formula, charge and spin	11.1	kcal per mole
charge	+1
E_HOMO	-13.977	eV
gap between HOMO and LUMO	0.3858	Eh
LUMO level	-3.5	eV
SMILES	[NH2+]=C1CC=NN(C(Cl)(Cl)Cl)N1

CARTESIAN COORDINATES (ANGSTROEM)
C (0.51619, -1.74090, -0.41499)
C (1.03490, 0.52398, 0.17611)
C (1.51240, -0.91976, 0.27288)
C (-2.44814, 0.06686, 0.03900)
N (-0.73699, -1.52339, -0.48429)
N (-1.13685, -0.19959, 0.43235)
N (-0.19760, 0.75528, 0.23857)
N (1.89367, 1.46510, -0.08071)
Cl (-3.54278, -1.18656, 0.70644)
Cl (-3.01744, 1.61216, 0.81764)
Cl (-2.67429, 0.21489, -1.80224)
H (0.88520, -2.50735, -1.02680)
H (1.51205, -1.12820, 1.44704)
H (2.50873, -0.82194, -0.21817)
H (-0.75729, 1.66998, 0.21137)
H (2.88381, 1.32369, -0.10287)
H (1.76443, 2.39576, -0.21134)



Record 7
C4H6ClF in the gas phase. Source: the OMol25 dataset; level of theory: ωB97M-V/def2-TZVPD.

## Properties
calculated total energy	-716.03607	Eh
ΔE to the lowest compared entry with this formula, charge and spin	9.4	kcal per mole
charge	0
E_HOMO	-9.847	eV
gap between HOMO and LUMO	0.3968	Eh
LUMO level	0.9	eV
SMILES	C=C(F)CCCl

CARTESIAN COORDINATES (ANGSTROEM)
C (-1.27860, -0.88514, -0.32840)
C (-0.08277, -0.64486, 0.61835)
C (1.00000, 0.20802, -0.06511)
C (1.26567, 1.49623, -0.09970)
H (-1.88139, -1.68159, 0.06946)
H (-1.07325, -1.09684, -1.41164)
H (0.38861, -1.53624, 1.06216)
H (-0.41040, 0.03336, 1.44542)
H (0.60122, 2.22690, 0.48388)
H (2.15578, 1.93466, -0.55605)
F (1.80362, -0.56278, -0.82570)
Cl (-2.48850, 0.50828, -0.39267)



Record 8
C4H6ClF in the gas phase. Source: the OMol25 dataset; level of theory: ωB97M-V/def2-TZVPD.

## Properties
calculated total energy	-716.03108	Eh
ΔE to the lowest compared entry with this formula, charge and spin	12.5	kcal per mole
charge	0
E_HOMO	-10.867	eV
gap between HOMO and LUMO	0.4357	Eh
LUMO level	1.0	eV
SMILES	F[C@H]1C[C@@H](Cl)C1

CARTESIAN COORDINATES (ANGSTROEM)
C (0.61676, -0.41029, -0.19963)
C (-0.84552, -0.49648, -0.64447)
C (-1.26837, -0.42777, 0.80382)
C (0.05495, 0.26120, 1.06601)
H (1.08309, -1.35590, 0.00517)
H (-1.24440, -1.35326, -1.26346)
H (-1.26819, 0.36216, -1.08043)
H (-1.09637, -1.45719, 1.18773)
H (0.48669, 0.11138, 2.07376)
H (-0.07739, 1.33245, 0.82876)
F (-2.45268, 0.11165, 1.22420)
Cl (1.93198, 0.45856, -1.11316)



Which formula does entry 6 have? C4H6Cl3N4



Which of these has the highest calculated total energy? number 8